(1)
{
  "formula": "C34H48CaN6O2PS2",
  "method": "ωB97M-V/def2-TZVPD",
  "elements": ["Ca", "N", "C", "C", "C", "C", "C", "C", "C", "C", "N", "C", "H", "H", "H", "H", "H", "H", "H", "H", "C", "C", "C", "C", "C", "C", "C", "C", "C", "S", "C", "N", "H", "H", "H", "H", "H", "H", "H", "H", "C", "C", "N", "H", "H", "H", "C", "P", "C", "C", "O", "H", "H", "H", "H", "H", "H", "H", "H", "H", "O", "C", "C", "C", "C", "C", "N", "C", "S", "N", "C", "C", "C", "C", "H", "H", "H", "H", "H", "H", "H", "H", "H", "H", "H", "H", "H", "H", "H", "H", "H", "H", "H", "H"],
  "xyz": [[0.66, -0.53, -0.94], [2.72, 1.85, -0.13], [2.70, 3.20, 0.16], [3.76, 4.04, -0.11], [3.73, 5.40, 0.26], [2.66, 5.93, 0.92], [1.54, 5.12, 1.19], [0.41, 5.58, 1.90], [-0.65, 4.74, 2.12], [-0.63, 3.47, 1.53], [0.41, 3.02, 0.88], [1.53, 3.78, 0.75], [3.64, 1.47, -0.33], [2.20, 1.28, 0.53], [4.65, 3.64, -0.58], [4.59, 6.02, 0.05], [2.66, 6.97, 1.24], [0.39, 6.60, 2.27], [-1.52, 5.06, 2.68], [-1.48, 2.80, 1.58], [-1.06, -1.76, -3.38], [0.09, -2.70, -3.14], [0.36, -3.75, -4.04], [1.38, -4.61, -3.77], [2.18, -4.43, -2.62], [3.26, -5.29, -2.32], [4.03, -5.04, -1.22], [3.77, -3.93, -0.41], [2.72, -3.06, -0.65], [2.53, -1.69, 0.41], [1.88, -3.32, -1.78], [0.83, -2.50, -2.07], [-1.54, -1.96, -4.34], [-0.70, -0.72, -3.38], [-1.80, -1.86, -2.59], [-0.25, -3.87, -4.93], [1.60, -5.44, -4.43], [3.46, -6.13, -2.97], [4.87, -5.69, -0.99], [4.40, -3.73, 0.45], [2.46, 0.03, 4.68], [1.91, 0.39, 3.39], [1.48, 0.68, 2.37], [3.42, -0.47, 4.54], [1.78, -0.66, 5.19], [2.60, 0.92, 5.29], [3.89, -0.95, -3.63], [2.56, 0.27, -3.83], [3.35, 1.89, -3.97], [1.80, -0.11, -5.43], [1.56, 0.25, -2.72], [4.61, -0.85, -4.44], [3.46, -1.95, -3.65], [4.39, -0.80, -2.68], [4.05, 1.91, -4.80], [3.87, 2.11, -3.04], [2.57, 2.64, -4.12], [2.55, -0.13, -6.22], [1.05, 0.64, -5.65], [1.32, -1.09, -5.35], [-0.03, 2.38, -1.54], [-0.09, 1.76, -0.56], [-4.12, -1.74, 4.77], [-2.87, -2.61, 4.97], [-2.00, -2.77, 3.72], [-1.20, -1.53, 3.31], [-2.02, -0.47, 2.72], [-2.35, -0.39, 1.43], [-1.84, -1.54, 0.31], [-3.13, 0.66, 1.09], [-3.75, 0.85, -0.22], [-5.07, 0.10, -0.37], [-6.13, 0.47, 0.67], [-6.47, 1.96, 0.71], [-4.81, -1.89, 5.60], [-4.63, -2.01, 3.85], [-3.87, -0.68, 4.74], [-3.20, -3.61, 5.26], [-2.27, -2.21, 5.79], [-2.62, -3.07, 2.87], [-1.28, -3.57, 3.90], [-0.46, -1.81, 2.57], [-0.69, -1.11, 4.18], [-2.43, 0.19, 3.36], [-3.57, 1.16, 1.85], [-3.04, 0.49, -0.97], [-3.89, 1.92, -0.36], [-4.87, -0.98, -0.31], [-5.46, 0.30, -1.37], [-5.80, 0.14, 1.67], [-7.03, -0.09, 0.44], [-5.63, 2.56, 1.08], [-7.32, 2.13, 1.36], [-6.73, 2.31, -0.29]],
  "mulliken_charge": [0.815, 0.569, 0.269, -0.651, -0.806, -0.953, 0.621, -0.607, -0.963, 0.215, 0.187, 0.511, 0.379, -0.578, 0.386, 0.395, 0.413, 0.429, 0.448, 0.140, -1.458, 0.897, -0.941, -0.916, 1.281, -0.942, -0.670, -0.645, 1.058, -0.563, -0.830, 0.025, 0.452, 0.208, 0.302, 0.499, 0.428, 0.396, 0.393, 0.488, -1.139, 0.410, -0.191, 0.304, 0.304, 0.325, -0.955, 0.817, -1.041, -1.136, -0.590, 0.481, 0.198, 0.273, 0.439, 0.204, 0.339, 0.435, 0.327, 0.241, -0.446, 0.398, -0.948, -0.606, -0.431, -0.770, -0.145, 0.278, -0.255, 0.141, -0.977, -0.656, -0.311, -1.162, 0.418, 0.226, 0.188, 0.359, 0.270, 0.229, 0.431, 0.157, 0.385, 0.311, 0.390, 0.061, 0.619, 0.258, 0.479, 0.064, 0.393, 0.254, 0.389, 0.284],
  "total_charge": 1,
  "relative_energy_kcal_mol": 47.86,
  "orbital_gap_ha": 0.2576,
  "spin_multiplicity": 1,
  "total_energy_ev": -98471.96704
}

(2)
{
  "formula": "C34H48FN5O5PtS2Si2",
  "method": "ωB97M-V/def2-TZVPD",
  "elements": ["Pt", "C", "C", "C", "C", "C", "C", "C", "C", "C", "C", "C", "C", "N", "C", "C", "C", "C", "C", "C", "F", "H", "H", "H", "H", "H", "H", "H", "H", "H", "H", "H", "H", "H", "H", "H", "H", "H", "H", "H", "H", "H", "O", "N", "O", "O", "C", "Si", "C", "C", "C", "Si", "C", "C", "C", "H", "H", "H", "H", "H", "H", "H", "H", "H", "H", "H", "H", "H", "H", "H", "H", "H", "H", "H", "N", "C", "C", "C", "C", "C", "C", "S", "O", "O", "N", "C", "S", "C", "C", "N", "H", "H", "H", "H", "H", "H", "H", "H"],
  "xyz": [[0.18, 0.04, 0.30], [3.07, -2.68, -0.66], [2.83, -1.93, -1.97], [1.35, -1.90, -2.36], [3.44, -0.53, -2.00], [4.18, -0.22, -3.14], [4.84, 0.99, -3.29], [4.75, 1.91, -2.25], [4.02, 1.65, -1.10], [3.99, 2.76, -0.05], [3.47, 4.08, -0.61], [5.37, 3.01, 0.56], [3.33, 0.41, -0.96], [2.58, 0.11, 0.18], [3.26, -0.05, 1.34], [4.65, -0.31, 1.44], [5.29, -0.42, 2.67], [4.60, -0.32, 3.86], [3.22, -0.12, 3.80], [2.60, -0.01, 2.59], [1.25, 0.20, 2.58], [2.65, -3.69, -0.72], [2.62, -2.17, 0.19], [4.14, -2.78, -0.46], [3.34, -2.49, -2.75], [0.77, -1.27, -1.69], [0.92, -2.91, -2.32], [1.23, -1.51, -3.37], [4.24, -0.96, -3.94], [5.43, 1.21, -4.17], [5.28, 2.85, -2.34], [3.32, 2.45, 0.75], [4.16, 4.49, -1.36], [3.38, 4.82, 0.19], [2.50, 3.96, -1.07], [6.07, 3.35, -0.21], [5.78, 2.12, 1.04], [5.31, 3.80, 1.32], [5.20, -0.43, 0.52], [6.36, -0.61, 2.68], [5.10, -0.41, 4.82], [2.61, -0.08, 4.70], [-2.47, -0.21, 0.79], [-2.90, -0.03, -0.37], [-4.09, 0.17, -0.59], [-2.07, -0.06, -1.32], [-0.18, 1.48, -3.15], [-0.54, 2.63, -1.70], [0.33, 4.21, -2.31], [-2.38, 3.06, -1.73], [0.15, 2.16, -0.04], [-0.43, 2.97, 1.54], [-1.47, 4.54, 1.25], [1.07, 3.61, 2.50], [-1.43, 2.00, 2.82], [-0.69, 1.86, -4.04], [-0.51, 0.46, -2.98], [0.90, 1.47, -3.36], [-0.07, 4.51, -3.29], [1.40, 4.01, -2.45], [0.22, 5.05, -1.62], [-2.72, 3.12, -2.77], [-2.57, 4.02, -1.26], [-2.99, 2.30, -1.24], [1.21, 2.42, -0.10], [-1.02, 5.20, 0.50], [-1.54, 5.09, 2.19], [-2.48, 4.29, 0.92], [1.66, 4.31, 1.90], [1.72, 2.79, 2.82], [0.73, 4.14, 3.39], [-1.67, 0.99, 2.49], [-2.37, 2.51, 3.03], [-0.86, 1.92, 3.75], [6.37, -5.95, 0.18], [5.27, -5.51, 0.93], [4.11, -6.28, 1.00], [3.03, -5.86, 1.76], [3.10, -4.66, 2.46], [4.26, -3.90, 2.41], [5.33, -4.32, 1.65], [1.70, -4.03, 3.35], [0.80, -5.15, 3.49], [2.22, -3.44, 4.56], [1.15, -2.87, 2.42], [0.34, -3.12, 1.40], [-0.28, -4.74, 0.96], [-1.10, -4.06, -0.39], [-0.92, -2.73, -0.42], [-0.11, -2.19, 0.57], [6.12, -6.55, -0.59], [6.96, -5.19, -0.13], [4.05, -7.21, 0.44], [2.12, -6.44, 1.81], [4.29, -2.97, 2.96], [6.23, -3.71, 1.59], [-1.70, -4.66, -1.06], [-1.34, -2.06, -1.15]],
  "mulliken_charge": [2.605, -0.856, 0.408, -1.045, 0.294, -0.834, -1.514, -0.543, 0.828, 1.824, -1.657, -1.701, -0.079, 0.514, 0.151, -0.945, -0.583, -0.759, -0.590, 0.371, -0.352, 0.665, -0.763, 0.300, 0.663, -0.509, 0.548, 0.499, 0.372, 0.342, 0.239, -0.886, 0.501, 0.399, -0.097, 0.313, 0.310, 0.447, 0.541, 0.378, 0.332, 0.441, -0.573, 0.802, -0.746, -0.437, -1.009, 0.710, -1.377, -1.137, 2.244, 0.997, -1.546, -0.853, -1.132, 0.477, 0.158, 0.210, 0.386, 0.381, 0.221, 0.314, 0.353, 0.265, -2.405, 0.295, 0.315, 0.313, 0.102, 0.101, 0.410, 0.207, 0.438, 0.328, -0.685, 1.167, -0.798, -0.407, -0.467, -0.188, -0.613, 1.063, -0.735, -0.741, -0.184, -0.222, -0.208, -0.374, -0.961, 0.250, 0.218, 0.232, 0.279, 0.482, 0.451, 0.240, 0.432, 0.390],
  "total_charge": -2,
  "relative_energy_kcal_mol": 0.00,
  "orbital_gap_ha": [0.2223, 0.2275],
  "spin_multiplicity": 3,
  "s_squared": 2.01,
  "total_energy_ev": -97114.81131
}

(3)
{
  "formula": "C34H48FN7W",
  "method": "ωB97M-V/def2-TZVPD",
  "elements": ["W", "N", "C", "C", "N", "C", "C", "N", "H", "H", "H", "H", "H", "H", "H", "H", "H", "H", "H", "H", "H", "C", "C", "C", "C", "C", "C", "C", "C", "C", "C", "C", "C", "N", "C", "C", "C", "C", "C", "C", "F", "H", "H", "H", "H", "H", "H", "H", "H", "H", "H", "H", "H", "H", "H", "H", "H", "H", "H", "H", "H", "H", "C", "C", "C", "C", "C", "C", "N", "C", "C", "C", "C", "C", "C", "H", "H", "H", "H", "H", "H", "H", "H", "H", "H", "N", "N", "H", "H", "H", "H"],
  "xyz": [[0.13, 0.99, 0.43], [-1.18, 0.62, 2.28], [-1.49, 1.89, 3.03], [-0.28, 2.81, 3.05], [0.38, 2.96, 1.71], [0.08, 4.27, 1.05], [-1.09, 4.09, 0.05], [-0.90, 2.82, -0.74], [-2.08, 0.12, 2.04], [-0.72, -0.05, 2.92], [-1.87, 1.67, 4.04], [-2.26, 2.45, 2.50], [0.52, 2.46, 3.80], [-0.62, 3.82, 3.29], [1.37, 3.08, 1.96], [0.95, 4.64, 0.47], [-0.17, 5.01, 1.82], [-1.09, 4.91, -0.66], [-2.05, 4.03, 0.59], [-0.27, 3.07, -1.53], [-1.76, 2.46, -1.15], [-0.84, -4.77, -0.15], [-0.48, -3.31, 0.22], [-1.56, -2.89, 1.19], [-0.07, -2.48, -0.99], [0.88, -3.08, -1.84], [1.12, -2.59, -3.12], [0.31, -1.55, -3.59], [-0.57, -0.85, -2.78], [-1.49, 0.19, -3.38], [-2.59, -0.30, -4.37], [-0.80, 1.39, -4.07], [-0.50, -1.17, -1.38], [-1.13, -0.22, -0.47], [-2.63, -0.39, -0.56], [-3.22, -1.59, -1.01], [-4.60, -1.89, -0.86], [-5.48, -1.00, -0.28], [-4.93, 0.22, 0.11], [-3.57, 0.53, -0.06], [-3.23, 1.78, 0.40], [-0.93, -5.36, 0.77], [-0.11, -5.22, -0.80], [-1.86, -4.81, -0.62], [0.45, -3.37, 0.78], [-2.58, -3.15, 0.92], [-1.54, -1.82, 1.43], [-1.39, -3.38, 2.17], [1.48, -3.94, -1.47], [1.79, -3.09, -3.79], [0.39, -1.26, -4.65], [-2.06, 0.65, -2.52], [-2.16, -0.69, -5.30], [-3.29, 0.49, -4.61], [-3.22, -1.11, -3.95], [-0.43, 1.11, -5.10], [0.07, 1.77, -3.49], [-1.51, 2.26, -4.15], [-2.56, -2.34, -1.43], [-4.90, -2.89, -1.16], [-6.54, -1.16, -0.22], [-5.49, 0.99, 0.61], [5.23, -1.79, -0.57], [5.15, -0.41, -0.50], [4.02, 0.24, -0.03], [2.91, -0.53, 0.40], [3.03, -1.91, 0.45], [4.16, -2.53, -0.07], [1.73, 0.09, 0.99], [2.04, 0.18, 2.40], [2.93, 1.12, 2.89], [3.22, 1.11, 4.26], [2.63, 0.21, 5.14], [1.73, -0.74, 4.61], [1.47, -0.79, 3.26], [6.11, -2.25, -0.98], [6.05, 0.17, -0.76], [4.02, 1.32, 0.13], [2.18, -2.50, 0.79], [4.20, -3.62, -0.05], [3.42, 1.83, 2.22], [3.91, 1.87, 4.58], [2.85, 0.23, 6.19], [1.26, -1.51, 5.24], [0.74, -1.50, 2.84], [1.63, 3.03, -1.94], [1.58, 1.70, -1.37], [2.02, 3.05, -2.91], [2.17, 3.65, -1.33], [2.56, 1.37, -1.18], [1.27, 1.07, -2.10]],
  "mulliken_charge": [1.897, -1.194, -0.714, -0.555, -0.877, -0.711, -0.730, -0.781, 0.115, 0.287, 0.644, 0.202, 0.255, 0.562, 0.164, 0.346, 0.461, 0.581, 0.278, 0.472, 0.123, -1.458, 0.760, -1.522, 0.767, -0.702, -1.720, -0.153, 0.139, 1.431, -1.619, -1.303, 0.331, 1.287, 1.746, -1.771, -0.783, -0.961, -0.491, -0.438, -0.264, 0.451, 0.392, 0.344, 0.011, 0.500, -0.125, 0.541, 0.566, 0.551, 0.433, -0.538, 0.366, 0.458, 0.318, 0.436, 0.163, 0.344, 0.827, 0.472, 0.479, 0.546, -0.860, -1.099, -0.464, 0.427, -0.155, -0.757, 2.822, -0.078, -0.145, -0.855, -0.887, -0.539, -0.291, 0.498, 0.412, 0.280, 0.298, 0.473, 0.233, 0.465, 0.457, 0.472, 0.449, -0.738, -0.969, 0.259, 0.194, 0.301, 0.159],
  "total_charge": 2,
  "relative_energy_kcal_mol": 0.00,
  "orbital_gap_ha": [0.2646, 0.2860],
  "spin_multiplicity": 3,
  "s_squared": 2.01,
  "total_energy_ev": -50996.21282
}

(4)
{
  "formula": "C34H48FeN3P",
  "method": "ωB97M-V/def2-TZVPD",
  "elements": ["Fe", "N", "N", "C", "C", "C", "C", "H", "H", "H", "C", "C", "H", "H", "H", "C", "C", "H", "H", "H", "C", "H", "H", "H", "C", "H", "H", "H", "C", "H", "C", "H", "C", "H", "C", "H", "C", "C", "H", "C", "C", "H", "C", "H", "N", "C", "C", "C", "H", "C", "C", "H", "H", "H", "C", "H", "C", "C", "H", "H", "H", "C", "H", "H", "H", "C", "C", "P", "C", "C", "C", "C", "H", "H", "H", "H", "H", "H", "H", "H", "H", "H", "H", "H", "H", "H", "H"],
  "xyz": [[0.45, 0.09, 0.52], [1.13, -2.73, 3.63], [-0.30, -2.47, -1.54], [1.41, 1.90, -0.05], [2.42, 0.95, 0.30], [2.25, 0.59, 1.68], [3.16, -0.25, 2.53], [3.98, -0.67, 1.92], [2.62, -1.11, 2.99], [3.60, 0.33, 3.35], [1.17, 1.39, 2.21], [0.89, 1.55, 3.66], [1.52, 2.36, 4.06], [1.12, 0.65, 4.25], [-0.15, 1.82, 3.87], [0.63, 2.17, 1.14], [-0.23, 3.37, 1.33], [-1.01, 3.20, 2.08], [-0.71, 3.67, 0.39], [0.38, 4.22, 1.67], [3.54, 0.49, -0.58], [4.45, 1.10, -0.46], [3.24, 0.55, -1.63], [3.81, -0.55, -0.36], [1.37, 2.73, -1.28], [0.35, 3.08, -1.47], [1.69, 2.14, -2.15], [2.03, 3.61, -1.21], [0.63, -3.74, 4.36], [0.98, -3.80, 5.39], [-0.34, -4.63, 3.86], [-0.81, -5.35, 4.54], [-0.69, -4.59, 2.50], [-1.39, -5.30, 2.06], [-0.10, -3.58, 1.71], [-0.17, -3.51, 0.63], [0.69, -2.56, 2.36], [1.23, -1.33, 1.73], [1.94, -1.74, 0.89], [0.05, -1.12, -1.34], [0.78, -2.96, -2.16], [1.38, -3.83, -1.93], [1.04, -1.99, -3.16], [1.41, -2.19, -4.15], [0.54, -0.79, -2.68], [0.44, 0.37, -3.45], [1.45, 0.57, -4.41], [1.30, 1.65, -5.31], [2.09, 1.83, -6.04], [0.17, 2.46, -5.27], [0.05, 3.57, -6.26], [-0.47, 4.42, -5.82], [-0.51, 3.24, -7.14], [1.04, 3.87, -6.59], [-0.85, 2.21, -4.35], [-1.76, 2.83, -4.33], [-0.73, 1.14, -3.42], [-1.81, 0.82, -2.46], [-2.30, -0.14, -2.68], [-2.59, 1.60, -2.47], [-1.40, 0.76, -1.43], [2.69, -0.26, -4.46], [2.56, -1.23, -4.95], [3.14, -0.42, -3.47], [3.44, 0.25, -5.08], [-1.43, -0.82, 4.11], [-2.10, -1.28, 2.82], [-1.66, -0.32, 1.30], [-2.57, -1.33, 0.05], [-3.56, -2.38, 0.52], [-2.76, 1.17, 1.45], [-3.08, 1.74, 2.83], [-0.35, -0.78, 3.99], [-1.64, -1.55, 4.90], [-1.80, 0.15, 4.45], [-1.81, -2.32, 2.61], [-3.19, -1.28, 2.94], [-3.11, -0.58, -0.54], [-1.84, -1.78, -0.63], [-4.29, -1.92, 1.18], [-4.10, -2.77, -0.35], [-3.09, -3.23, 1.03], [-2.33, 1.95, 0.81], [-3.69, 0.86, 0.96], [-2.20, 2.01, 3.42], [-3.68, 2.65, 2.70], [-3.69, 1.04, 3.42]],
  "mulliken_charge": [0.996, -0.438, -0.581, -0.487, 1.479, -0.906, -0.953, 0.316, 0.261, 0.330, 0.767, -1.325, 0.294, 0.505, 0.203, 0.608, -1.436, 0.386, 0.308, 0.294, -1.195, 0.241, 0.084, 0.397, -1.057, 0.296, 0.245, 0.246, -0.639, 0.393, -0.368, 0.341, -0.409, 0.409, -0.050, 0.296, 0.000, -0.550, 0.219, -0.572, -1.121, 0.418, -0.062, 0.363, 1.292, -0.067, 1.361, -1.026, 0.328, 0.929, -1.583, 0.385, 0.270, 0.378, -1.278, 0.316, 0.977, -0.950, 0.376, 0.284, -0.454, -2.321, 0.387, 0.363, 0.391, -1.033, -0.415, 1.319, -0.157, -1.717, -0.679, -1.720, -0.318, 0.463, 0.333, -0.027, 0.677, 0.433, -0.095, 0.294, 0.496, 0.184, 0.228, 0.773, 0.234, 0.407, 0.414],
  "total_charge": -1,
  "orbital_gap_ha": [0.1480, 0.2384],
  "spin_multiplicity": 6,
  "s_squared": 8.84,
  "total_energy_ev": -84174.34315
}